Molecular formula: C55H61Cl3N4O8
Method: DFT, ωB97M-V/def2-TZVPD

Properties
Total charge: +2
2S+1: 1
HOMO energy: -12.3 eV
Orbital gap: 5.30 eV
DFT total energy: -117909.0748 eV

Positions of all 131 atoms, in Å:
C 6.0471 -0.8704 -7.4431
N 4.9138 -0.1071 -6.9285
C 4.7357 -0.0527 -5.5509
C 3.5134 0.5055 -5.0687
C 2.5167 0.9422 -5.9519
C 2.7559 0.9291 -7.2989
C 3.9592 0.4188 -7.7986
C 1.2801 1.5538 -5.3903
C 1.3505 2.5229 -4.3623
C 0.2243 3.0665 -3.7824
N -0.9610 2.6109 -4.1513
C -1.1854 1.7161 -5.1383
C -0.0417 1.1620 -5.7998
C -2.1804 3.1068 -3.4063
H 6.9491 -0.2641 -7.3591
H 5.9150 -1.1102 -8.4981
H 6.2528 -1.7829 -6.8835
H 5.5003 -0.4862 -4.9233
H 3.4116 0.4494 -3.9949
H 2.1113 1.4226 -8.0112
H 4.2548 0.3336 -8.8338
H 2.2868 3.0265 -4.1724
H 0.3297 3.6750 -2.8964
H -2.1992 1.4403 -5.3881
H -0.1471 0.3856 -6.5431
H -2.4937 2.3535 -2.6835
H -3.0030 3.3018 -4.0943
H -2.0042 4.1286 -3.0700
C 2.4995 -2.8156 1.9794
C 2.0314 -4.2398 1.6288
C 0.8663 -4.3254 0.5961
C 1.2868 -3.9115 -0.8379
N 0.0668 -3.9133 -1.9392
C 0.7411 -3.6792 -3.3994
C -0.2963 -2.8207 -4.1932
C -0.5995 -1.8809 -3.0321
C -0.8788 -2.7181 -1.8300
C -0.8421 -5.1958 -1.8506
H 3.1861 -2.8516 2.8252
H 1.6677 -2.1934 2.3097
H 2.9244 -2.2465 1.1525
H 1.6283 -4.5919 2.5783
H 2.8475 -4.8449 1.2340
H -0.0377 -3.7940 0.8935
H 0.6587 -5.3950 0.5639
H 1.8974 -4.7492 -1.1750
H 1.7466 -2.9232 -0.8306
H 0.9397 -4.6995 -3.7273
H 1.6330 -3.0734 -3.2395
H -1.1415 -3.3315 -4.6545
H 0.1094 -2.3159 -5.0699
H -1.5218 -1.4038 -3.3636
H 0.0782 -1.0379 -2.8975
H -1.9048 -3.0812 -1.8895
H -0.6621 -2.2209 -0.8845
H -1.5702 -5.0542 -1.0519
H -0.1777 -6.0470 -1.7019
H -1.4317 -5.2494 -2.7657
Cl 1.6953 0.7653 -0.3034
O 0.8090 -0.2255 0.2242
O 2.6522 1.3183 0.6665
O 2.4142 0.2375 -1.4493
O 0.9019 1.8492 -0.7967
Cl 5.7779 4.2068 -0.3632
C 5.2143 2.9814 -1.5178
C 6.1495 2.5969 -2.6554
Cl 5.6606 3.1816 -4.2390
H 4.3111 3.4209 -1.9409
H 4.9124 2.0725 -0.9975
H 6.0530 1.5209 -2.8003
H 7.1812 2.8420 -2.4035
C -4.8606 -0.4293 1.8499
C -3.5064 -1.1816 1.7592
C -2.4230 -0.4188 0.9852
C -2.5919 -0.0357 -0.4313
N -2.8290 0.2424 -1.5123
H -5.6478 -1.0364 2.2969
H -5.1330 -0.1427 0.8342
H -4.8464 0.5244 2.3775
H -3.7310 -2.1451 1.3016
H -3.0829 -1.4101 2.7372
H -1.5075 -1.0097 1.0113
H -2.2656 0.5537 1.4516
C -6.2308 4.3427 2.5647
C -6.0692 3.9909 1.1958
C -4.8435 4.0427 0.6303
C -3.7243 4.5393 1.3243
C -3.8918 4.8146 2.7071
C -5.1262 4.7654 3.2878
C -2.7023 5.1094 3.5628
O -2.7624 5.4978 4.7705
C -1.3696 4.8727 2.8313
C -0.2092 4.8804 3.6372
C 1.0917 4.7061 3.0922
C 1.1735 4.4516 1.6958
C 0.0613 4.4085 0.8700
C -1.1929 4.6972 1.4297
C -2.4177 4.6126 0.6066
O -2.3047 4.5693 -0.6404
H -7.2114 4.4195 3.0108
H -6.9667 3.6778 0.6832
H -4.7640 4.0300 -0.4467
H -5.1963 4.9570 4.3484
H -0.2557 5.0952 4.6946
H 1.9432 4.7565 3.7546
H 2.1342 4.3116 1.2228
H 0.1504 4.2480 -0.1943
C -1.4480 -6.1331 6.6370
C -1.5294 -5.6061 7.8925
C -1.4126 -4.2203 8.1017
C -1.1954 -3.3272 7.0373
C -1.1159 -3.8760 5.7014
C -1.1938 -5.2204 5.5439
C -0.8308 -2.9209 4.5174
O -0.7840 -3.4105 3.3474
C -0.5829 -1.4746 4.9050
C -0.3046 -0.5873 3.8403
C -0.1138 0.7320 4.1050
C -0.1620 1.2757 5.3842
C -0.2939 0.4111 6.4452
C -0.5946 -0.9503 6.2187
C -1.0159 -1.8550 7.2904
O -1.2908 -1.3522 8.3769
H -1.5743 -7.1962 6.4949
H -1.8044 -6.3427 8.6329
H -1.4151 -3.8782 9.1261
H -1.0453 -5.6071 4.5465
H -0.2716 -0.9385 2.8195
H -0.0490 1.4943 3.3427
H -0.1433 2.3487 5.5064
H -0.2892 0.7856 7.4582